(1)
{"formula": "C10H15N2O3", "method": "ωB97M-V/def2-TZVPD", "total_charge": 1, "energy_ev": -19725.6147, "orbital_gap_ev": 9.921, "smiles": "O=CCC1=[NH+]O[C@@]23CCC[C@@H]2OCCN13", "fmax_ha_per_bohr": 0.088, "e_above_lowest_kcal_mol": 95.5, "species": ["O", "C", "C", "C", "N", "O", "C", "C", "C", "C", "C", "O", "C", "C", "N", "H", "H", "H", "H", "H", "H", "H", "H", "H", "H", "H", "H", "H", "H", "H"], "xyz": [[-4.400, -0.614, -0.566], [-4.142, 0.146, 0.329], [-2.807, 0.878, 0.466], [-1.718, 0.043, -0.098], [-1.821, -1.124, -0.671], [-0.665, -1.728, -0.926], [0.465, -0.689, -0.166], [1.009, -1.326, 1.096], [2.497, -1.171, 0.977], [2.683, -1.291, -0.563], [1.597, -0.312, -1.118], [2.061, 0.930, -0.830], [1.112, 2.003, -0.772], [0.096, 1.718, 0.350], [-0.428, 0.392, 0.070], [-4.876, 0.413, 1.095], [-2.443, 1.281, 1.507], [-3.025, 1.710, -0.158], [-2.594, -1.585, -1.175], [0.811, -2.324, 1.021], [0.718, -0.805, 2.019], [3.220, -1.807, 1.545], [2.762, -0.114, 1.146], [3.657, -0.835, -0.902], [2.828, -2.319, -0.777], [1.373, -0.557, -2.221], [0.629, 2.041, -1.730], [1.611, 2.993, -0.479], [0.594, 1.718, 1.304], [-0.805, 2.335, 0.227]], "forces_ev_per_a": [[0.33, 0.34, 0.32], [-0.34, -0.09, 0.72], [0.32, -0.66, 1.17], [0.91, 0.54, 0.08], [-1.46, -0.08, -0.20], [3.97, 1.15, 1.04], [-2.00, -0.91, -1.29], [0.91, 2.24, 0.58], [1.98, 1.20, -1.45], [2.52, 2.23, 0.41], [-0.11, -4.40, -1.09], [0.63, 2.42, 0.56], [0.42, 0.55, 1.24], [-0.57, -0.35, -1.61], [-1.51, -0.87, -0.05], [-0.31, 0.02, 0.04], [-1.23, -0.96, -1.83], [0.22, 1.23, -0.62], [0.07, 0.86, 0.88], [-1.11, -2.81, 0.43], [-0.79, -0.63, -0.32], [-1.13, 0.30, -0.30], [0.02, -0.46, 0.61], [-0.75, -0.41, 0.51], [-1.05, -1.01, -1.11], [-0.02, 0.82, 1.47], [-0.41, 0.47, -0.50], [-0.24, -1.63, -0.86], [-0.08, 0.36, 0.57], [0.80, 0.53, 0.60]], "lowdin_charge": [0.092, -0.199, -0.023, -0.190, 0.082, 0.034, -0.174, -0.076, -0.152, -0.089, -0.278, -0.069, -0.096, -0.056, 0.015, 0.137, 0.188, 0.129, 0.198, 0.107, 0.144, 0.143, 0.114, 0.142, 0.112, 0.195, 0.129, 0.169, 0.138, 0.135]}

***

(2)
{"formula": "C10H15N2Se", "method": "ωB97M-V/def2-TZVPD", "total_charge": 1, "energy_ev": -78930.9656, "orbital_gap_ev": [7.897, 7.898], "fmax_ha_per_bohr": 0.128, "e_above_lowest_kcal_mol": 10.5, "species": ["C", "C", "C", "C", "C", "C", "C", "C", "C", "C", "N", "N", "Se", "H", "H", "H", "H", "H", "H", "H", "H", "H", "H", "H", "H", "H", "H", "H"], "xyz": [[3.838, -1.020, -0.228], [3.173, -1.553, 0.885], [3.299, 0.071, -0.859], [2.023, -0.934, 1.377], [2.102, 0.694, -0.416], [1.470, 0.164, 0.739], [0.359, 2.205, -0.055], [-0.486, 3.356, -0.484], [-2.447, -0.154, -0.171], [-1.194, -2.153, 0.602], [1.472, 1.856, -0.750], [-1.938, -0.882, 0.995], [-0.041, 1.081, 1.282], [4.719, -1.337, -0.671], [3.676, -2.335, 1.328], [3.975, 0.326, -1.715], [1.469, -1.319, 2.321], [-0.154, 4.256, -0.159], [-1.472, 3.330, -0.254], [-0.522, 3.537, -1.534], [-1.757, -0.179, -0.907], [-3.420, -0.707, -0.512], [-2.790, 0.754, 0.231], [-1.836, -2.917, 0.476], [-0.498, -2.120, -0.330], [-0.625, -2.543, 1.382], [1.631, 2.572, -1.411], [-2.537, -0.974, 1.789]], "forces_ev_per_a": [[-2.89, 1.17, 0.91], [-0.45, 1.87, -0.74], [0.65, 0.94, -1.54], [-0.58, -1.70, 1.83], [0.91, -0.95, 1.48], [1.14, -0.73, -0.66], [0.43, 0.02, -0.52], [1.73, -1.54, -1.54], [-4.69, -3.44, 3.08], [0.86, 2.93, -0.97], [-2.52, 1.33, 0.41], [2.95, -1.20, -1.64], [0.14, 0.35, 0.15], [1.57, -1.22, -0.17], [0.37, -1.78, 1.41], [-1.46, 0.78, 0.58], [1.28, 0.51, -1.74], [1.40, 2.74, 1.63], [-2.96, -0.72, 1.30], [0.39, -0.53, -1.20], [2.17, 0.48, -2.41], [1.60, 1.05, -0.05], [-0.19, 1.83, -0.25], [-2.61, -2.56, -1.17], [-1.40, 0.67, 1.57], [1.40, 0.01, 1.67], [1.28, 0.01, -1.47], [-0.53, -0.31, 0.05]], "lowdin_charge": [-0.054, -0.033, 0.001, -0.093, -0.220, -0.432, -0.503, -0.035, -0.158, -0.091, 0.097, -0.246, 1.399, 0.097, 0.090, 0.138, 0.150, 0.067, 0.056, 0.101, 0.031, 0.127, 0.047, 0.031, 0.128, 0.041, 0.165, 0.100]}

***

(3)
{"formula": "C10H15N5", "method": "ωB97M-V/def2-TZVPD", "total_charge": 0, "energy_ev": -18058.8857, "orbital_gap_ev": [8.292, 7.640], "fmax_ha_per_bohr": 0.038, "e_above_lowest_kcal_mol": 97.8, "species": ["C", "C", "C", "C", "C", "C", "C", "C", "C", "C", "N", "N", "N", "N", "N", "H", "H", "H", "H", "H", "H", "H", "H", "H", "H", "H", "H", "H", "H", "H"], "xyz": [[-0.036, 1.526, -0.678], [-0.298, 0.966, 0.557], [1.157, 1.315, -1.535], [0.534, 0.073, 1.399], [1.031, 0.058, -2.408], [0.589, -1.380, 0.902], [0.536, -1.187, -1.667], [1.343, -1.574, -0.416], [-2.252, 1.279, 2.017], [-3.364, 2.182, 2.328], [-1.081, 2.321, -1.014], [-1.951, 2.312, -0.087], [-1.522, 1.490, 0.911], [-4.533, 1.683, 3.028], [-3.811, 2.630, 3.652], [1.288, 2.182, -2.184], [2.036, 1.233, -0.890], [1.554, 0.468, 1.422], [0.155, 0.084, 2.424], [0.326, 0.266, -3.215], [2.005, -0.145, -2.857], [1.086, -1.964, 1.678], [-0.426, -1.769, 0.796], [-0.510, -1.041, -1.391], [0.562, -2.016, -2.377], [2.277, -1.012, -0.384], [1.613, -2.630, -0.484], [-1.978, 0.489, 2.695], [-3.519, 2.915, 1.536], [-5.478, 1.916, 2.722]], "forces_ev_per_a": [[-0.02, -0.34, 0.82], [0.02, 0.51, -0.44], [-0.10, -0.15, -0.12], [-0.12, -0.30, 0.04], [-0.06, -0.06, 0.12], [0.23, 0.11, 0.08], [0.20, 0.09, -0.14], [-0.32, -0.14, 0.02], [-1.04, 0.00, 1.67], [-0.61, 0.34, -0.74], [0.38, 0.14, -0.48], [-1.06, 0.28, 0.45], [1.34, -0.11, -1.37], [0.00, -0.65, -0.45], [0.67, 0.20, 0.22], [0.07, 0.04, 0.10], [0.05, 0.04, -0.04], [-0.03, 0.03, 0.07], [0.11, 0.06, 0.00], [0.06, 0.02, -0.09], [0.00, -0.02, -0.08], [-0.03, -0.07, 0.05], [-0.02, -0.05, 0.05], [-0.05, -0.06, -0.03], [-0.10, -0.01, -0.02], [0.17, -0.01, 0.02], [0.07, 0.05, 0.00], [0.16, -0.04, -0.06], [-0.06, -0.02, 0.28], [0.11, 0.11, 0.05]], "lowdin_charge": [-0.251, -0.156, -0.137, -0.122, -0.194, -0.191, -0.201, -0.194, 0.011, -0.331, 0.069, 0.034, -0.075, -0.023, 0.086, 0.116, 0.109, 0.124, 0.105, 0.112, 0.110, 0.107, 0.116, 0.108, 0.106, 0.108, 0.106, 0.115, 0.116, 0.118]}

***

(4)
{"formula": "C10H15N5O4", "method": "ωB97M-V/def2-TZVPD", "total_charge": 0, "energy_ev": -26256.2656, "orbital_gap_ev": 9.829, "smiles": "NC(=O)C[C@H](N)C(=O)N[C@@H](Cc1c[nH]cn1)C(=O)O", "fmax_ha_per_bohr": 0.033, "e_above_lowest_kcal_mol": 7.0, "species": ["N", "C", "O", "C", "C", "N", "C", "O", "N", "C", "C", "C", "C", "N", "C", "N", "C", "O", "O", "H", "H", "H", "H", "H", "H", "H", "H", "H", "H", "H", "H", "H", "H", "H"], "xyz": [[-5.404, -0.337, -0.112], [-4.699, 0.549, 0.652], [-5.193, 1.510, 1.192], [-3.211, 0.232, 0.800], [-2.506, -0.401, -0.424], [-3.010, -1.749, -0.651], [-0.995, -0.417, -0.142], [-0.466, -1.419, 0.331], [-0.325, 0.718, -0.452], [1.060, 0.899, -0.091], [2.011, -0.004, -0.925], [3.264, -0.356, -0.205], [3.864, -1.578, -0.072], [4.996, -1.351, 0.699], [5.033, -0.035, 0.986], [3.996, 0.582, 0.460], [1.338, 2.401, -0.258], [0.479, 3.165, -0.626], [2.560, 2.831, 0.027], [-4.942, -1.161, -0.456], [-6.385, -0.204, -0.180], [-2.740, 1.195, 1.085], [-3.098, -0.458, 1.665], [-2.741, 0.224, -1.300], [-2.682, -2.073, -1.599], [-2.547, -2.391, 0.012], [-0.814, 1.545, -0.754], [1.191, 0.632, 0.989], [2.221, 0.497, -1.900], [1.442, -0.944, -1.131], [3.602, -2.540, -0.435], [5.666, -2.048, 0.969], [5.838, 0.407, 1.587], [3.196, 2.080, 0.258]], "forces_ev_per_a": [[0.66, 0.56, 0.44], [0.14, -0.89, -0.54], [-0.21, 0.42, 0.22], [0.33, 0.15, 0.47], [-0.20, 0.35, 0.37], [0.73, -0.96, -1.21], [-0.03, -0.08, -0.20], [-0.04, 0.53, -0.10], [-0.02, -0.81, 0.19], [0.15, -0.06, 0.62], [-0.78, -0.21, -0.65], [0.07, -0.64, -0.15], [0.38, 0.71, 0.41], [-0.56, -0.08, -0.49], [0.28, 0.25, 0.31], [0.57, 0.39, 0.35], [0.36, 0.30, 0.12], [-0.01, -0.19, 0.02], [0.09, -0.50, -0.02], [0.08, -0.22, -0.10], [-0.64, 0.04, -0.07], [-0.15, -0.57, -0.17], [-0.04, 0.36, -0.41], [0.21, -0.23, 0.15], [-0.50, 0.41, 1.34], [-0.24, 0.52, -0.35], [-0.04, 0.22, -0.06], [-0.03, 0.21, -0.71], [-0.08, -0.37, 0.61], [0.53, 0.75, 0.09], [-0.13, -0.48, -0.14], [0.07, 0.02, 0.07], [-0.60, -0.16, -0.40], [-0.33, 0.27, 0.00]], "lowdin_charge": [0.165, -0.553, 0.049, -0.059, -0.315, 0.024, -0.446, 0.050, 0.111, -0.204, -0.064, -0.292, -0.019, 0.063, -0.154, 0.084, -0.490, 0.103, 0.106, 0.059, 0.097, 0.131, 0.142, 0.154, 0.114, 0.093, 0.134, 0.177, 0.144, 0.125, 0.115, 0.150, 0.137, 0.070]}

***

(5)
{"formula": "C10H15O3P", "method": "ωB97M-V/def2-TZVPD", "total_charge": 0, "energy_ev": -26038.9869, "orbital_gap_ev": 8.350, "fmax_ha_per_bohr": 0.071, "e_above_lowest_kcal_mol": 163.0, "species": ["C", "C", "C", "C", "C", "C", "C", "C", "C", "C", "O", "O", "O", "P", "H", "H", "H", "H", "H", "H", "H", "H", "H", "H", "H", "H", "H", "H", "H"], "xyz": [[2.401, -0.717, 1.323], [1.823, -1.324, 0.122], [2.976, -0.371, 0.040], [1.254, 1.293, 0.019], [2.249, 0.767, 0.909], [4.298, -0.397, -0.627], [-1.937, 2.335, -0.580], [-2.448, 1.205, 0.382], [-2.904, -1.362, 0.458], [-2.041, -0.189, -0.120], [0.079, -0.458, -2.002], [-4.228, -1.304, -0.048], [-0.721, -0.495, 0.447], [0.501, -0.234, -0.598], [2.806, -1.006, 2.284], [1.859, -2.287, -0.233], [2.903, 1.580, 1.324], [4.609, 0.586, -1.031], [4.343, -1.099, -1.394], [5.023, -0.752, 0.165], [-1.959, 3.375, -0.178], [-0.892, 1.898, -0.815], [-2.621, 2.246, -1.378], [-1.944, 1.218, 1.411], [-3.463, 1.148, 0.522], [-2.268, -2.201, 0.126], [-3.119, -1.381, 1.590], [-2.118, -0.386, -1.261], [-4.462, -1.685, -0.859]], "forces_ev_per_a": [[0.39, 1.03, 0.28], [-1.96, 2.89, -1.05], [0.26, 0.01, 0.21], [0.62, -0.99, -0.01], [0.13, 1.66, -0.33], [1.34, 1.10, 2.30], [1.24, -1.84, 1.83], [3.31, -0.21, 0.74], [-0.11, 0.49, 0.30], [-1.20, -0.93, 0.51], [0.84, 0.37, 0.49], [-0.10, 1.03, 2.03], [0.10, 0.66, -1.68], [-0.58, -1.86, 1.04], [-0.05, -0.18, -0.34], [0.61, -2.24, -0.27], [-0.32, -1.46, 0.17], [-0.21, -0.56, 0.38], [-0.19, -1.16, -1.45], [-0.31, 0.65, -1.00], [0.32, -0.99, -0.18], [-1.60, 1.88, -0.25], [-0.31, 0.25, -1.51], [-0.80, 0.38, -1.24], [-2.64, 0.40, 0.30], [-0.86, -0.37, 0.42], [1.12, 0.25, -1.63], [0.60, 0.78, 1.79], [0.37, -1.01, -1.84]], "lowdin_charge": [-0.097, -0.156, -0.325, 0.051, -0.224, -0.001, -0.069, -0.191, -0.203, -0.350, -0.299, -0.052, -0.224, 0.595, 0.152, 0.104, 0.139, 0.102, 0.058, 0.109, 0.082, 0.040, 0.050, 0.140, 0.067, 0.122, 0.154, 0.165, 0.059]}

***

(6)
{"formula": "C10H15O4P", "method": "ωB97M-V/def2-TZVPD", "total_charge": -2, "energy_ev": -28092.7784, "orbital_gap_ev": 5.032, "smiles": "CC1(C)[C@@H]2CC[C@@]1(C)C(=O)[C@H]2P(=O)([O-])[O-]", "fmax_ha_per_bohr": 0.079, "e_above_lowest_kcal_mol": 0.0, "species": ["C", "C", "C", "C", "C", "C", "C", "C", "C", "O", "C", "P", "O", "O", "O", "H", "H", "H", "H", "H", "H", "H", "H", "H", "H", "H", "H", "H", "H", "H"], "xyz": [[-0.585, -1.685, 0.301], [-0.564, -0.075, 0.334], [-1.251, 0.363, 1.687], [-1.133, 0.584, -0.908], [-0.275, 0.030, -2.025], [1.166, 0.075, -1.391], [0.908, 0.502, 0.083], [1.986, 0.271, 1.086], [0.595, 1.941, -0.104], [1.331, 2.905, 0.190], [-0.703, 2.017, -0.738], [-0.714, 2.978, -2.553], [0.642, 2.670, -3.163], [-1.893, 2.212, -3.143], [-1.122, 4.388, -2.234], [0.272, -2.119, 0.872], [-0.500, -2.102, -0.689], [-1.442, -2.074, 0.981], [-0.487, 0.293, 2.503], [-2.178, -0.125, 1.940], [-1.612, 1.361, 1.684], [-2.187, 0.452, -1.177], [-0.134, 0.622, -2.848], [-0.457, -1.050, -2.488], [1.694, -0.864, -1.395], [1.833, 0.728, -1.876], [2.795, 0.975, 0.939], [2.512, -0.723, 0.895], [1.497, 0.411, 2.075], [-1.435, 2.588, -0.310]], "forces_ev_per_a": [[-0.05, 0.57, 2.59], [-0.02, -1.91, 1.09], [1.78, -0.13, -0.33], [-0.71, -0.75, -1.03], [2.16, -3.43, 0.22], [-1.04, -1.33, 1.20], [-0.47, -0.69, -0.39], [0.44, -1.39, -0.10], [0.11, 3.18, 0.47], [-0.55, -1.63, 0.14], [1.06, -0.33, -2.24], [-1.13, -0.41, -0.36], [-0.03, 0.23, 0.24], [0.11, -0.46, -0.19], [0.72, 0.73, 0.49], [-0.10, 0.56, -0.36], [-0.54, -0.12, -0.23], [0.81, 0.53, -1.76], [-0.89, -0.17, -0.31], [-0.05, -1.15, 0.00], [0.32, 1.38, -0.35], [0.05, 0.14, 0.51], [-0.71, 1.64, -1.97], [-0.14, 1.85, 1.30], [0.04, -0.94, 0.12], [0.48, 1.32, -0.74], [-0.09, 0.61, 0.16], [-0.99, 0.72, 0.79], [0.98, -0.42, -0.24], [-1.54, 1.80, 1.28]], "lowdin_charge": [-0.034, -0.363, -0.031, -0.282, -0.154, -0.089, -0.392, -0.043, -0.394, 0.023, -0.197, 0.128, -0.429, -0.454, -0.456, 0.061, 0.040, 0.079, 0.074, 0.054, 0.056, 0.146, 0.025, 0.131, 0.090, 0.095, 0.068, 0.087, 0.075, 0.085]}